[1]
Computed, not measured: a structure of composition C10H43B2N13NiO7, with the ωB97M-V functional and the def2-TZVPD basis.

Positions of all 76 atoms, in Å:
B 0.594 0.577 -1.027
H -1.277 -2.035 4.067
H 2.217 -2.045 1.235
H 1.575 2.493 -1.870
H 2.135 -2.245 3.397
H 1.061 -1.198 4.446
H -0.971 4.176 -0.544
N 2.664 1.435 3.125
C 1.331 1.217 3.127
H -1.799 0.813 -2.195
O 3.340 5.001 -0.972
H 1.234 0.866 -0.117
C -1.117 -1.997 2.991
N 2.764 -1.157 -3.349
H -2.924 4.771 -0.140
H -4.641 -0.721 -4.520
C -2.311 2.942 0.353
H -0.677 -2.736 -2.291
N -1.062 3.318 -0.031
H 0.697 0.122 -3.169
H 3.121 1.875 3.899
H 0.849 -2.829 4.562
N 0.732 -0.401 -4.043
N 0.682 1.744 4.215
H 0.221 -5.876 -0.840
N 2.059 3.390 -1.912
H 0.968 -5.136 0.494
O 1.707 -2.156 -5.125
H -1.514 -2.869 2.458
C 1.144 -2.092 3.808
N -3.264 3.886 0.178
B 3.087 -1.347 0.909
H 1.108 2.461 4.769
H -0.481 0.878 -0.744
N -1.477 -0.852 0.866
H 3.230 1.018 2.398
C 2.823 3.877 -0.910
H 3.238 3.565 1.077
H -0.530 -4.418 -2.548
Ni 0.700 -0.896 0.720
O -3.162 -1.174 -2.576
H 2.752 -0.469 -2.623
H 2.162 3.820 -2.813
H 0.606 -0.552 -1.170
H -0.115 -0.483 -4.574
H 4.083 -1.639 1.407
H -1.630 0.145 2.637
O 0.269 -1.886 2.709
C 0.095 -3.785 -0.695
C -1.875 -0.865 2.305
N -3.996 0.023 -4.316
H -4.005 0.852 -4.874
N -0.482 -3.647 -1.908
H -0.321 1.720 4.146
H -3.897 -1.651 1.812
H -3.682 -1.129 3.463
C 1.740 -1.302 -4.242
H -4.219 3.619 0.317
H -3.865 0.006 2.063
H 3.530 -1.792 -3.484
N 0.516 -5.027 -0.400
O -2.588 1.833 0.832
H -2.192 -1.363 0.343
C -3.201 -0.134 -3.233
H 2.641 -0.288 1.085
H -2.608 1.836 -3.418
H 2.316 2.316 0.286
H -1.718 0.054 0.452
H 3.141 -1.449 -0.244
N 2.858 3.166 0.244
N -2.500 0.995 -2.893
O 0.175 -2.813 0.067
H -0.274 2.697 -0.092
O 0.705 0.726 2.191
C -3.391 -0.902 2.434
H 0.891 1.126 -1.983

Computed properties:
* <S²>: 2.0033
* energy above the lowest of the compared OMol25 structures with the same formula, charge and spin: 9.0 kcal/mol
* F_max: 2.7 eV/A
* multiplicity: 3
* charge: 0
* gap between HOMO and LUMO (alpha / beta): 0.344 / 0.343 hartree



[2]
Computed, not measured: a structure of composition C10H45B3HgO6, with the ωB97M-V functional and the def2-TZVPD basis.

Positions of all 65 atoms, in Å:
H -0.297 -0.489 -1.973
O -0.673 2.947 -2.847
H -1.176 -2.848 -0.758
H 6.132 0.684 0.679
H 0.554 0.610 -1.005
H -4.289 0.961 0.021
H -1.881 2.529 1.874
H 0.771 0.597 3.820
H 0.146 3.355 -3.137
H -2.552 0.080 -3.242
H -4.774 -0.592 0.560
B -4.319 0.328 0.894
H 0.080 -0.773 1.890
H 1.103 2.888 0.569
H -0.446 2.663 1.427
H -0.771 2.771 -1.909
C 5.592 0.218 -0.144
H -3.380 0.170 1.402
H -3.178 -1.571 -3.348
C 0.948 -1.156 2.427
H -2.848 -0.722 -4.837
O 2.072 1.028 2.278
H 5.331 2.129 -1.165
H 0.804 4.650 0.190
H -0.244 -0.602 -0.248
O -3.223 -2.560 -1.261
O 3.826 1.784 0.203
O -1.556 0.859 -0.887
H 3.429 -0.809 3.653
H 6.294 -0.230 -0.848
H 2.567 1.718 2.727
H -2.343 -1.763 1.105
H 2.208 -0.798 5.003
H 3.199 1.123 0.508
B -3.167 -0.598 -3.814
H -3.550 -3.208 -1.889
H -2.047 -4.964 -1.675
H 1.720 -1.555 1.771
H 4.296 0.175 -2.528
H -1.040 2.321 -3.476
C -2.249 -4.808 -0.615
C 2.659 -0.245 4.179
H 2.918 0.280 -1.429
B 0.629 3.617 -0.070
Hg -3.652 -0.228 -1.440
H -0.420 3.367 -0.091
H 4.987 -0.648 0.125
H -3.282 -3.290 1.385
H -5.087 0.672 1.570
C 3.782 0.821 -1.816
H 2.969 0.651 4.715
H 3.377 1.709 -2.302
H -3.292 -5.048 -0.411
H 1.007 3.457 -1.068
C -2.364 -2.848 0.997
H -1.627 -5.422 0.036
C -0.409 0.102 -1.064
H -4.172 -0.206 -3.842
C -2.169 -3.206 -0.486
C 1.546 0.099 3.238
H -1.507 -3.180 1.583
O -1.108 2.005 1.653
H -1.209 1.607 0.786
H 0.631 -1.919 3.139
C 4.721 1.309 -0.784

Computed properties:
* <S²>: 0.7553
* F_max: 5.7 eV/A
* multiplicity: 2
* charge: +1
* gap between HOMO and LUMO (alpha / beta): 0.294 / 0.155 hartree



[3]
Computed, not measured: a cluster of 13 separate species, C10H46O18 in total, with the ωB97M-V functional and the def2-TZVPD basis.

Positions of all 74 atoms, in Å:
O -1.116 0.587 -4.079
O -0.301 -2.021 -0.495
H -1.302 0.802 -0.593
H -1.723 -4.449 3.705
O -2.403 -4.151 3.120
C -1.956 -3.055 2.399
C 3.116 -2.292 -2.243
C 2.910 -3.584 -3.048
C 2.298 -1.177 3.172
O -2.585 -0.047 -1.387
H -0.305 1.655 1.168
H -0.547 -2.769 -3.016
O -0.088 1.936 2.045
H -1.593 -1.215 0.925
H -1.433 3.805 -2.557
C -3.606 1.868 2.219
H -3.393 3.966 1.619
H -3.836 -1.970 2.531
H 0.578 -0.666 3.950
C 2.801 2.184 0.230
H 3.366 1.924 1.175
O 2.326 -1.537 0.887
C -3.495 2.984 1.207
H 2.739 -2.144 3.212
H -3.486 -2.641 1.022
H -2.912 1.833 3.064
H 1.768 1.315 -1.113
H 0.546 -1.639 -2.929
O -2.107 3.284 -2.985
H 4.098 -1.935 -2.302
H -0.057 0.159 -0.717
H -2.000 2.361 -2.811
H -3.085 0.082 -2.227
H -2.908 2.043 -0.353
H -3.135 -0.564 -0.792
H 3.576 4.299 1.088
H -3.705 0.939 1.711
H 3.030 -0.887 0.848
O -0.402 -1.769 -3.076
O 1.431 -0.955 4.257
H -0.470 1.237 -4.235
H 1.874 2.539 0.698
O 2.508 1.080 -0.580
H 4.397 2.736 -1.099
O 3.930 -4.375 -2.763
H -4.475 2.997 0.616
O -2.384 -0.960 1.395
H 0.608 -1.705 1.967
C -3.015 -2.132 1.827
H -1.163 -3.440 1.776
O -4.872 1.935 2.846
C 3.588 3.211 -0.510
O 4.247 4.049 0.425
O -2.507 2.662 0.262
H -1.479 -2.376 3.129
O -0.361 1.025 -0.527
H -0.360 2.851 -0.996
O 0.127 3.583 -1.378
H -0.508 -1.828 -1.425
H 4.530 -3.878 -2.181
O 2.038 -1.366 -2.353
H 3.205 -0.510 3.254
C 1.494 -1.080 1.866
H 2.739 -3.448 -4.097
H -0.641 0.110 -3.416
H -5.546 1.470 2.297
H 0.047 -2.883 -0.608
H -0.696 2.658 2.117
H 3.196 -2.518 -1.209
H 2.115 -0.616 -1.701
H 2.978 3.725 -1.204
H 1.170 -0.103 1.699
H 2.039 -4.108 -2.774
H 0.544 2.898 -1.947

Computed properties:
* energy above the lowest of the compared OMol25 structures with the same formula, charge and spin: 83.4 kcal/mol
* F_max: 4.4 eV/A
* charge: 0
* gap between HOMO and LUMO: 0.362 hartree



[4]
Computed, not measured: a cluster of 21 separate species, C10H49N2O20 in total, with the ωB97M-V functional and the def2-TZVPD basis.

Positions of all 81 atoms, in Å:
O -4.247 -2.405 -0.159
C 4.347 -0.470 1.741
H -2.626 -0.647 -2.028
H 2.726 2.460 -2.104
H -5.364 -0.208 -2.667
H 2.703 -0.219 4.384
H 2.790 6.414 -0.275
H 6.883 -0.414 -2.543
O 2.835 -1.014 4.914
H -6.523 -1.184 -2.518
H 1.685 -0.792 -2.724
H 4.204 5.848 -0.272
O -5.604 -1.132 -2.816
C 0.799 -0.830 -1.986
H -2.810 0.524 -4.625
O 3.471 6.069 -0.864
C 1.004 -1.007 -0.469
H -1.432 -6.414 5.885
O 2.765 1.519 -2.322
H -7.238 0.776 -1.273
H 0.043 -1.226 1.731
O 2.967 1.899 3.096
H 2.674 1.078 -1.469
H -0.403 -0.548 -4.725
H 5.650 4.617 1.591
O -9.377 3.151 -0.177
O 1.864 -4.228 1.823
H 5.799 2.452 0.868
O -8.016 0.251 -1.502
H 3.567 2.470 2.596
H 0.598 -5.593 2.573
H -1.761 0.622 -3.527
H -10.437 -0.686 -4.100
C 2.518 -1.126 0.043
C 5.377 -1.414 1.094
H -2.170 -5.373 5.054
H -2.515 -0.926 0.593
H 4.894 5.692 2.362
H 2.056 -1.553 4.723
H 0.215 -0.375 -6.107
H -3.456 4.477 -3.051
C -1.568 -0.762 -1.575
H 2.256 0.245 1.652
H 5.710 -2.973 -0.695
O -1.648 -5.473 5.861
O -0.003 -6.165 3.070
H 6.704 1.922 1.973
H -8.544 0.844 -2.054
H -6.563 3.478 -0.596
O -3.455 3.617 -2.612
H 3.200 -2.703 -1.597
H 5.318 1.108 6.215
C 4.988 -2.259 -0.175
C -0.130 -1.089 0.616
H -4.772 -2.302 -0.966
C -1.554 -0.927 -0.043
O 5.306 5.516 1.507
H -0.027 -5.769 3.951
H -3.033 3.029 -3.254
H 1.873 -3.363 1.395
H -9.912 3.228 -0.978
N 2.965 -0.371 1.206
H 4.675 0.157 2.646
C 3.518 -2.093 -0.688
H -5.412 2.920 -1.423
O -0.380 -0.946 -5.606
H 4.270 1.018 5.114
H -9.385 -0.549 -3.010
H 7.623 -1.458 -1.720
H -4.032 -3.346 -0.139
O -9.962 -0.026 -3.582
O 4.755 1.656 5.654
O 7.405 -0.518 -1.737
H 2.942 2.300 3.976
O -6.147 2.646 -0.857
N -0.511 -0.731 -2.522
H 6.427 -1.469 1.526
H -9.150 2.213 -0.137
H 2.293 -4.811 1.182
O 5.953 2.511 1.821
O -2.327 1.167 -4.089

Computed properties:
* energy above the lowest of the compared OMol25 structures with the same formula, charge and spin: 109.9 kcal/mol
* F_max: 5.8 eV/A
* charge: +1
* gap between HOMO and LUMO: 0.272 hartree



[5]
Computed, not measured: a structure of composition C10H4BrNO5Sr, with the ωB97M-V functional and the def2-TZVPD basis.

Positions of all 22 atoms, in Å:
C -1.807 -1.403 -1.931
O 2.708 2.133 -1.921
O -0.003 0.005 -5.238
C -0.039 -1.130 2.818
H 0.012 0.094 4.596
C -0.003 0.004 -4.119
O 2.119 -2.710 -1.918
N 0.001 0.028 0.813
C 0.053 1.273 2.773
C 0.009 0.076 3.509
C -0.044 -1.170 1.441
C 0.050 1.250 1.400
H -0.079 -2.070 0.860
C 1.803 1.415 -1.930
H 0.091 2.228 3.274
C -1.421 1.807 -1.931
C 1.411 -1.795 -1.932
Sr -0.004 0.004 -1.291
O -2.717 -2.124 -1.920
O -2.126 2.718 -1.920
Br -0.099 -2.764 3.781
H 0.081 2.132 0.785

Computed properties:
* energy above the lowest of the compared OMol25 structures with the same formula, charge and spin: 0.0 kcal/mol
* F_max: 8.5 eV/A
* charge: +2
* gap between HOMO and LUMO: 0.256 hartree



[6]
Computed, not measured: a structure of composition C10H4N4O5Tl, with the ωB97M-V functional and the def2-TZVPD basis.

Positions of all 24 atoms, in Å:
H 2.601 -2.989 1.222
O 0.253 2.031 -0.296
N -7.423 0.519 -3.257
C -3.936 0.528 -3.612
C 1.970 0.811 1.546
H 3.334 0.714 3.218
N -4.660 1.743 -1.663
H 1.044 -1.810 -0.368
H 1.775 1.873 1.616
C -4.949 1.010 -2.734
Tl -1.143 2.044 -2.536
C -6.320 0.744 -3.013
N -3.082 0.167 -4.298
C 2.412 -1.929 1.294
C 1.335 0.090 0.541
O -0.145 0.087 -1.310
C 2.828 0.178 2.429
C 3.032 -1.183 2.282
O 4.500 -1.195 4.065
C 1.557 -1.277 0.421
O 4.114 -3.063 3.077
C 0.403 0.796 -0.429
O -3.446 1.976 -1.411
N 3.947 -1.866 3.214

Computed properties:
* energy above the lowest of the compared OMol25 structures with the same formula, charge and spin: 0.0 kcal/mol
* F_max: 0.2 eV/A
* charge: -1
* gap between HOMO and LUMO: 0.264 hartree



[7]
Computed, not measured: the molecule C10H6ClF3S, with the ωB97M-V functional and the def2-TZVPD basis.

Positions of all 21 atoms, in Å:
C 0.795 -1.030 -1.558
C -0.082 -0.016 3.285
H 0.653 -1.682 2.352
H -1.075 2.934 1.847
C -0.604 1.266 3.095
C 0.272 -0.236 0.846
C -0.184 1.110 0.715
H 1.453 -1.751 0.381
Cl -1.796 -0.247 -1.567
F -1.246 0.085 -4.262
F 0.111 -1.699 -4.332
C 0.269 -0.708 2.168
S -0.042 2.003 -0.713
F 0.984 0.140 -4.081
C -0.711 1.839 1.866
C -0.307 -0.661 -2.256
H 1.693 -1.363 -2.049
C -0.133 -0.521 -3.718
H -0.830 2.111 3.768
H -0.013 -0.479 4.306
C 0.795 -1.094 -0.092

Computed properties:
* SMILES: FC(F)(F)/C(Cl)=C/C=C1/C=CC=CC1=S
* F_max: 3.8 eV/A
* charge: 0
* gap between HOMO and LUMO (alpha / beta): 0.220 / 0.220 hartree



[8]
Computed, not measured: the molecule C10H6N4, with the ωB97M-V functional and the def2-TZVPD basis.

Positions of all 20 atoms, in Å:
H -0.349 -2.445 -0.426
C -2.420 0.920 0.226
H 4.715 -0.361 0.794
C 1.705 0.904 -0.203
H 1.525 3.203 -0.239
N 1.691 -1.545 -0.211
C 3.584 -0.342 0.203
C 1.074 -0.332 0.033
C -0.951 0.848 -0.039
H -2.830 1.957 0.322
N 2.973 0.740 0.027
H -4.186 -0.094 0.247
N -0.255 2.083 -0.200
C -0.363 -0.345 0.036
C -3.082 -0.214 0.163
H -3.272 -2.425 -0.100
C -1.075 -1.566 -0.264
N 2.942 -1.612 0.005
C 1.039 2.189 -0.243
C -2.464 -1.565 -0.132

Computed properties:
* SMILES: c1ccc2c(c1)ncc1ncnnc12
* energy above the lowest of the compared OMol25 structures with the same formula, charge and spin: 16.8 kcal/mol
* F_max: 5.0 eV/A
* charge: 0
* gap between HOMO and LUMO: 0.308 hartree



[9]
Computed, not measured: a structure of composition C10H6NO5SY, with the ωB97M-V functional and the def2-TZVPD basis.

Positions of all 24 atoms, in Å:
O -0.083 1.829 -0.282
N -1.209 -0.812 2.468
C 1.123 -0.471 2.157
H 1.920 1.289 3.120
C -0.196 1.091 3.459
Y 0.155 -1.444 -1.662
O 0.219 1.994 -5.830
H -2.299 0.496 3.666
C 0.167 0.849 -5.571
H 0.040 -1.330 -4.820
H -2.019 -1.417 2.347
C -2.058 -0.613 -1.414
C -1.319 0.328 3.232
C 0.131 -0.220 -4.571
O 0.216 0.111 -3.316
C 1.032 0.701 2.911
O 3.257 0.175 -1.284
C 0.007 0.725 -0.623
S -0.081 -2.600 0.858
C -0.024 -1.219 1.896
O -3.090 -0.124 -1.239
C 2.332 -0.514 -1.304
H 2.061 -0.814 1.733
H -0.279 1.992 4.071

Computed properties:
* F_max: 6.5 eV/A
* charge: +2
* gap between HOMO and LUMO (alpha / beta): 0.199 / 0.151 hartree



[10]
Computed, not measured: a cluster of 2 separate species, C10H7F3NO7S2 in total, with the ωB97M-V functional and the def2-TZVPD basis.

Positions of all 30 atoms, in Å:
S -0.387 5.710 1.796
C 1.409 0.161 -0.245
N -3.095 -1.682 -0.463
C 1.293 -4.073 -0.689
C 2.168 -1.833 -1.381
F -2.010 6.671 -0.075
O 0.163 4.384 1.987
C -1.157 -2.590 0.394
C -0.001 -1.931 -0.296
O 0.577 6.725 1.429
H 3.466 -0.203 -0.590
F -0.667 5.136 -0.783
H -1.551 -3.362 -0.266
H 0.652 -5.905 -1.493
C 0.042 -0.427 -0.482
O -0.915 0.220 -0.831
C 0.399 -5.075 -0.847
H -0.534 -5.118 -0.309
H 2.497 1.428 1.528
C 1.049 -2.628 -0.747
H 2.331 -4.355 -0.551
S 1.536 1.698 0.624
O 2.758 -2.211 -2.373
C -1.407 5.521 0.271
H -0.877 -3.010 1.353
O -2.250 -1.703 0.683
F -2.374 4.604 0.424
O -1.352 6.123 2.793
C 2.447 -0.534 -0.708
O -4.210 -1.742 -0.153

Computed properties:
* F_max: 1.6 eV/A
* charge: -1
* gap between HOMO and LUMO: 0.230 hartree



[11]
Computed, not measured: the molecule C10H7IO2, with the ωB97M-V functional and the def2-TZVPD basis.

Positions of all 20 atoms, in Å:
C 1.306 -2.139 0.716
C 2.385 -1.080 -1.233
H 1.438 0.877 -1.869
O -1.036 -0.691 2.880
C 0.460 -0.013 -0.198
H 2.830 -3.116 -0.326
H 1.151 -3.058 1.259
H 3.239 -1.098 -2.046
C 2.233 -2.135 -0.277
C -2.562 2.379 0.022
C -0.344 1.221 -0.047
C -0.480 -0.899 1.860
C 0.462 -1.024 0.909
H -1.970 3.368 -0.031
C 1.478 -0.049 -1.147
H -3.141 2.453 -0.972
I -2.756 -0.702 -0.375
C -1.724 1.178 0.049
O 0.282 2.302 -0.139
H -3.251 2.225 0.965

Computed properties:
* F_max: 3.3 eV/A
* charge: 0
* gap between HOMO and LUMO (alpha / beta): 0.285 / 0.182 hartree



[12]
Computed, not measured: the molecule C10H7NO2, with the ωB97M-V functional and the def2-TZVPD basis.

Positions of all 20 atoms, in Å:
C 1.061 -1.323 0.133
C -0.885 0.613 0.100
C -1.226 -0.819 -0.022
H -2.051 2.743 0.412
O 3.423 1.441 -0.400
C -2.064 1.517 0.157
H 1.818 -2.207 0.232
O 3.681 -0.778 0.361
H -4.008 1.834 0.416
H -2.980 -2.215 -0.433
C 1.406 0.044 -0.094
H -4.752 -0.439 -0.060
C 2.851 0.349 -0.150
C -3.313 1.045 0.239
N -0.195 -1.645 -0.029
C -2.645 -1.237 -0.250
C 0.378 0.953 -0.030
H 4.456 -0.379 0.483
C -3.649 -0.326 -0.195
H 0.572 1.986 0.138

Computed properties:
* SMILES: O=C(O)c1cnc2ccccc2c1
* energy above the lowest of the compared OMol25 structures with the same formula, charge and spin: 44.6 kcal/mol
* F_max: 7.5 eV/A
* charge: 0
* gap between HOMO and LUMO: 0.314 hartree



[13]
Computed, not measured: a structure of composition C10H7O2S, with the ωB97M-V functional and the def2-TZVPD basis.

Positions of all 20 atoms, in Å:
C -0.118 -2.522 -1.061
C 1.158 0.552 1.584
C -1.101 -2.263 -2.104
H -0.649 1.983 3.333
H -1.025 1.213 -1.952
H 2.187 2.400 2.177
H -2.016 -0.800 -3.270
S 0.488 2.363 3.718
C 1.125 1.965 2.034
C 0.321 2.213 0.755
O -0.165 3.181 0.158
O 1.794 -0.351 2.098
C 0.217 -1.496 -0.214
C -0.768 0.114 -1.768
H -1.448 -3.018 -2.852
C -0.079 -0.144 -0.550
C -1.428 -0.914 -2.351
C 0.455 0.816 0.372
H 0.803 -1.673 0.714
H 0.250 -3.621 -0.821

Computed properties:
* energy above the lowest of the compared OMol25 structures with the same formula, charge and spin: 0.0 kcal/mol
* F_max: 3.9 eV/A
* charge: -1
* gap between HOMO and LUMO: 0.259 hartree